Entry 1:
{
  "formula": "C44H60CrN6O3SSi3",
  "method": "ωB97M-V with the def2-TZVPD basis set",
  "elements": ["Cr", "C", "O", "C", "O", "N", "N", "H", "H", "H", "H", "H", "H", "C", "Si", "C", "C", "C", "C", "C", "C", "C", "C", "N", "Si", "C", "C", "C", "H", "H", "H", "H", "H", "H", "H", "H", "H", "H", "H", "H", "H", "H", "H", "H", "H", "H", "H", "H", "H", "H", "C", "C", "N", "C", "C", "C", "C", "C", "C", "C", "C", "N", "C", "N", "H", "H", "H", "H", "H", "H", "H", "H", "H", "O", "S", "C", "C", "C", "C", "C", "C", "C", "C", "C", "C", "C", "C", "C", "C", "H", "H", "H", "H", "H", "H", "H", "H", "H", "H", "H", "H", "H", "H", "C", "Si", "C", "C", "C", "C", "H", "H", "H", "H", "H", "H", "H", "H", "H"],
  "coordinates": [[1.003, 0.024, 0.520], [-1.452, -0.157, 4.648], [-0.259, 0.632, 4.478], [0.245, 0.629, 3.255], [-0.287, 0.042, 2.288], [1.348, 1.326, 3.075], [1.815, 1.315, 1.746], [-1.722, -0.041, 5.693], [-1.256, -1.201, 4.422], [-2.247, 0.215, 4.005], [1.910, 1.644, 3.849], [2.779, 1.611, 1.711], [0.688, 2.731, 0.828], [1.831, 6.087, -0.988], [2.014, 4.462, -0.090], [3.334, 3.495, -0.973], [2.492, 4.835, 1.675], [0.454, 3.396, -0.013], [0.294, 2.547, -1.228], [0.051, 3.138, -2.476], [-0.161, 2.371, -3.596], [-0.148, 0.987, -3.467], [0.114, 0.465, -2.224], [0.351, 1.210, -1.131], [-1.186, 4.175, 0.529], [-1.473, 5.928, -0.035], [-1.193, 4.123, 2.387], [-2.575, 3.121, -0.118], [2.820, 6.556, -1.036], [1.163, 6.775, -0.472], [1.478, 5.975, -2.016], [4.320, 3.940, -0.803], [3.149, 3.495, -2.052], [3.366, 2.447, -0.650], [3.574, 4.970, 1.758], [2.198, 4.029, 2.354], [2.016, 5.758, 2.019], [0.023, 4.219, -2.530], [-0.338, 2.838, -4.557], [-0.334, 0.325, -4.301], [0.127, -0.604, -2.078], [-0.863, 6.643, 0.522], [-2.523, 6.180, 0.139], [-1.268, 6.066, -1.100], [-0.371, 4.710, 2.809], [-1.085, 3.091, 2.739], [-2.131, 4.523, 2.780], [-2.710, 3.245, -1.199], [-3.516, 3.382, 0.378], [-2.348, 2.069, 0.085], [1.077, -4.035, -1.137], [1.103, -2.646, -1.146], [0.666, -1.948, -0.071], [0.363, -2.607, 1.038], [0.541, -3.990, 1.215], [0.786, -4.718, 0.029], [0.481, -4.494, 2.533], [0.815, -3.746, 3.646], [1.581, -2.550, 3.690], [1.950, -1.953, 4.926], [2.761, -0.855, 4.904], [3.244, -0.309, 3.760], [2.838, -0.929, 2.658], [2.027, -1.973, 2.542], [1.342, -4.569, -2.041], [1.480, -2.082, -1.987], [-0.052, -2.031, 1.854], [0.825, -5.801, 0.058], [0.199, -5.536, 2.676], [0.611, -4.188, 4.617], [1.599, -2.370, 5.862], [3.060, -0.370, 5.828], [3.200, -0.520, 1.714], [-1.894, -0.306, 0.088], [-2.727, -1.012, -0.944], [-2.924, -2.740, -0.414], [-3.194, -3.670, -1.572], [-2.296, -3.750, -2.635], [-2.544, -4.594, -3.707], [-3.695, -5.374, -3.727], [-4.587, -5.308, -2.668], [-4.336, -4.459, -1.598], [-4.411, -0.435, -0.667], [-5.429, -1.178, -1.491], [-5.325, -1.237, -2.880], [-6.252, -1.948, -3.624], [-7.305, -2.598, -2.990], [-7.424, -2.532, -1.610], [-6.485, -1.829, -0.865], [-3.705, -2.784, 0.347], [-1.961, -2.958, 0.055], [-1.389, -3.154, -2.615], [-1.836, -4.649, -4.524], [-3.889, -6.036, -4.562], [-5.486, -5.914, -2.673], [-5.041, -4.405, -0.777], [-4.365, 0.626, -0.917], [-4.582, -0.537, 0.406], [-4.504, -0.734, -3.379], [-6.154, -1.998, -4.701], [-8.032, -3.150, -3.573], [-8.243, -3.032, -1.109], [-6.574, -1.786, 0.215], [6.455, 1.163, 0.490], [5.808, -0.149, -0.659], [6.415, -1.814, -0.121], [6.350, 0.224, -2.395], [3.988, -0.120, -0.534], [2.786, -0.088, -0.319], [7.545, 1.237, 0.427], [6.190, 0.928, 1.525], [6.031, 2.141, 0.242], [7.504, -1.883, -0.208], [5.969, -2.609, -0.724], [6.142, -1.994, 0.922], [7.435, 0.357, -2.431], [5.879, 1.144, -2.752], [6.081, -0.582, -3.082]],
  "forces_ev_per_a": [[-0.44, 0.36, 0.37], [0.13, 0.13, 0.03], [-0.33, -0.07, 0.28], [0.21, 0.20, -0.34], [-0.06, -0.06, -0.40], [-0.69, 0.55, -0.44], [-0.20, 0.40, 0.20], [0.01, 0.01, 0.01], [0.08, -0.08, -0.04], [0.01, 0.01, -0.03], [0.09, -0.07, -0.19], [0.04, -0.10, 0.19], [0.03, 0.07, -0.15], [0.01, 0.15, -0.16], [-0.04, -0.07, 0.06], [0.12, -0.25, -0.03], [0.06, 0.04, 0.24], [-0.22, -0.02, -0.36], [-0.03, 0.29, 0.22], [-0.05, 0.12, 0.01], [0.02, 0.04, -0.04], [-0.02, -0.05, 0.06], [-0.04, -0.02, -0.04], [-0.01, -0.39, 0.17], [0.12, -0.09, -0.05], [0.01, 0.22, -0.09], [0.02, 0.01, 0.27], [-0.12, -0.21, -0.08], [-0.05, 0.00, -0.01], [-0.02, 0.05, 0.00], [0.03, 0.00, 0.04], [-0.04, 0.00, -0.03], [0.03, -0.02, 0.03], [0.04, 0.17, -0.05], [-0.06, 0.03, 0.03], [0.04, 0.07, -0.07], [0.02, -0.05, 0.03], [0.00, -0.03, -0.01], [-0.02, 0.00, 0.02], [0.02, 0.03, 0.01], [0.01, 0.00, 0.02], [-0.03, 0.00, -0.03], [0.05, 0.02, -0.01], [-0.03, 0.01, 0.05], [-0.05, -0.05, 0.00], [-0.02, 0.08, 0.00], [0.04, -0.01, 0.03], [0.00, -0.04, 0.08], [0.05, -0.02, -0.05], [-0.10, 0.02, -0.03], [0.10, 0.26, -0.22], [-0.11, -0.32, 0.12], [-0.25, 0.00, -0.11], [-0.21, 0.24, -0.29], [-0.09, -0.34, -0.74], [-0.10, 0.09, 0.43], [-0.09, -0.29, 0.19], [-0.03, -0.08, 0.25], [-0.35, -0.09, 0.28], [-0.03, 0.04, 0.03], [0.05, -0.06, 0.01], [0.28, -0.45, 0.30], [0.84, -0.35, -0.18], [1.12, 0.44, 0.44], [0.00, -0.01, 0.03], [0.02, -0.01, 0.00], [-0.31, -0.12, -0.25], [0.01, 0.02, -0.01], [0.03, 0.09, 0.00], [0.03, 0.02, -0.02], [0.03, 0.01, -0.03], [0.01, -0.01, 0.03], [0.22, -0.51, 0.64], [-0.44, -0.26, -0.18], [0.63, 0.18, -0.12], [0.00, -0.12, 0.01], [0.01, 0.09, 0.05], [0.05, 0.04, 0.01], [-0.06, -0.02, 0.04], [0.03, 0.03, 0.03], [0.02, 0.02, 0.01], [-0.07, -0.02, 0.01], [-0.17, 0.00, -0.02], [0.03, 0.06, 0.05], [0.04, 0.02, 0.03], [-0.03, -0.02, 0.03], [0.03, 0.03, 0.01], [0.05, 0.01, -0.01], [-0.06, -0.06, 0.01], [0.03, -0.07, 0.03], [0.00, 0.00, -0.01], [-0.05, -0.03, 0.01], [-0.01, 0.00, 0.01], [0.00, 0.01, 0.00], [0.02, 0.01, 0.00], [0.01, 0.00, -0.03], [-0.03, 0.03, 0.02], [-0.06, 0.05, -0.01], [-0.02, -0.01, 0.01], [0.00, 0.00, 0.02], [0.01, 0.00, 0.01], [0.01, 0.01, -0.01], [0.00, 0.00, -0.03], [0.08, 0.19, 0.15], [-0.04, 0.07, 0.08], [0.08, -0.27, 0.07], [0.03, 0.07, -0.29], [-0.31, -0.04, -0.26], [0.36, 0.08, -0.33], [-0.04, 0.01, 0.02], [0.00, 0.04, -0.05], [0.05, -0.07, 0.03], [-0.04, -0.02, 0.02], [0.04, 0.02, 0.02], [0.02, -0.02, -0.03], [-0.05, -0.01, -0.04], [0.05, -0.04, 0.00], [0.01, 0.05, 0.03]],
  "spin_multiplicity": 5,
  "total_charge": 0,
  "s_squared": 6.070,
  "e_homo_ev": [-4.655, -7.097],
  "orbital_gap_ha": [0.1731, 0.2696],
  "e_above_lowest_kcal_mol": 6.7,
  "total_energy_ha": -4578.0304
}

Entry 2:
{
  "formula": "C4H9BNO2",
  "method": "ωB97M-V with the def2-TZVPD basis set",
  "elements": ["C", "C", "C", "C", "N", "B", "O", "O", "H", "H", "H", "H", "H", "H", "H", "H", "H"],
  "coordinates": [[2.333, 0.894, 0.986], [1.736, -0.049, 0.541], [1.055, -0.915, -0.406], [-0.350, -0.216, -0.825], [-0.040, 1.235, -1.210], [-1.386, -0.435, 0.440], [-1.330, -1.682, 1.053], [-2.209, 0.522, 0.755], [2.814, 1.467, 1.714], [0.934, -1.946, 0.029], [1.652, -1.147, -1.158], [-0.808, -0.796, -1.542], [0.286, 1.386, -2.161], [0.621, 1.427, -0.509], [-0.971, 1.614, -1.246], [-1.491, -1.802, 1.997], [-2.846, 0.441, 1.543]],
  "forces_ev_per_a": [[-0.38, -0.65, 0.63], [0.03, 0.17, -1.11], [-3.64, -0.12, 3.42], [2.31, -1.13, 2.98], [-2.64, -2.97, -1.97], [1.53, -2.21, 0.42], [0.61, 0.80, -0.73], [-2.65, 2.20, 1.99], [0.58, 0.90, 0.37], [-0.69, 1.15, -0.09], [2.70, -0.35, -3.94], [-0.67, -0.78, -2.47], [0.75, -0.40, 0.00], [1.26, 1.83, 1.57], [-0.25, 1.38, 1.04], [-0.31, 0.19, -0.28], [1.46, -0.01, -1.85]],
  "smiles": "C#CC[C@H]([NH3+])B(O)O",
  "total_charge": 1,
  "e_homo_ev": -14.389,
  "orbital_gap_ha": 0.4077,
  "e_above_lowest_kcal_mol": 50.0,
  "total_energy_ha": -387.6623
}

Entry 3:
{
  "formula": "C17H33N8O19S2",
  "method": "ωB97M-V with the def2-TZVPD basis set",
  "elements": ["C", "C", "C", "C", "C", "C", "C", "S", "O", "O", "N", "S", "O", "O", "C", "C", "O", "C", "H", "H", "H", "H", "H", "H", "H", "H", "H", "H", "H", "H", "C", "N", "O", "O", "H", "H", "H", "C", "N", "O", "O", "H", "H", "H", "C", "N", "O", "O", "H", "H", "H", "C", "N", "O", "O", "H", "H", "H", "C", "N", "O", "O", "H", "H", "H", "C", "N", "O", "O", "H", "H", "H", "C", "N", "O", "O", "H", "H", "H"],
  "coordinates": [[2.122, -2.519, 0.239], [2.293, -0.965, 0.292], [3.486, -0.212, 0.493], [3.359, 1.153, 0.533], [2.166, 1.825, 0.399], [1.021, 1.101, 0.188], [-0.310, 1.821, 0.045], [-1.390, 1.486, 1.477], [-0.820, 0.467, 2.326], [-1.409, 2.750, 2.195], [-2.929, 1.208, 1.012], [-3.120, -0.145, 0.178], [-4.312, 0.010, -0.642], [-2.006, -0.529, -0.676], [-3.502, -1.576, 1.200], [-2.351, -2.089, 2.067], [-2.380, -1.905, 3.269], [1.111, -0.273, 0.135], [1.284, -2.739, 0.912], [1.790, -2.865, -0.745], [3.014, -3.055, 0.578], [4.448, -0.715, 0.625], [4.258, 1.739, 0.710], [2.105, 2.907, 0.462], [-0.770, 1.533, -0.902], [-0.096, 2.888, 0.019], [-3.747, -2.379, 0.488], [-4.397, -1.444, 1.806], [-1.477, -2.594, 1.609], [0.192, -0.838, 0.000], [7.836, 2.594, 0.403], [7.109, 1.585, 1.219], [7.207, 1.657, 2.428], [6.462, 0.760, 0.613], [8.363, 3.265, 1.069], [8.529, 2.057, -0.239], [7.100, 3.129, -0.180], [-5.884, -5.419, 0.359], [-5.069, -4.401, 1.069], [-5.662, -3.586, 1.748], [-3.863, -4.457, 0.909], [-6.930, -5.249, 0.588], [-5.698, -5.293, -0.701], [-5.565, -6.399, 0.704], [-1.846, 5.745, -0.134], [-0.431, 5.979, -0.534], [-0.128, 7.080, -0.955], [0.320, 5.042, -0.404], [-2.407, 6.658, -0.298], [-2.229, 4.935, -0.748], [-1.846, 5.466, 0.917], [6.262, -4.188, 2.198], [6.091, -3.360, 0.973], [5.058, -2.738, 0.861], [7.005, -3.370, 0.174], [5.375, -4.081, 2.812], [6.394, -5.218, 1.879], [7.142, -3.822, 2.718], [7.219, 7.182, -1.346], [7.398, 5.759, -0.952], [7.162, 5.460, 0.200], [7.771, 4.994, -1.817], [6.886, 7.740, -0.479], [8.179, 7.546, -1.700], [6.474, 7.210, -2.136], [-7.460, 0.002, -0.219], [-8.487, -0.731, -1.010], [-9.636, -0.702, -0.617], [-8.107, -1.315, -2.006], [-7.947, 0.466, 0.632], [-6.716, -0.721, 0.105], [-7.012, 0.748, -0.867], [-6.019, -3.952, -4.122], [-5.993, -5.378, -3.688], [-6.362, -5.625, -2.555], [-5.605, -6.194, -4.492], [-6.386, -3.344, -3.302], [-5.003, -3.674, -4.388], [-6.681, -3.886, -4.981]],
  "forces_ev_per_a": [[0.16, 1.11, 0.53], [0.59, -0.66, -0.19], [-1.11, -1.64, -0.20], [1.39, 0.78, 0.33], [-0.18, 0.38, -0.05], [-0.81, 0.40, -0.03], [0.67, -0.71, -0.47], [-0.06, 1.62, 1.99], [-0.04, -1.06, -1.01], [-0.44, 0.55, -0.72], [1.12, -1.13, -0.39], [-0.86, 0.46, -1.96], [-0.79, 0.07, 0.72], [0.67, -0.21, 0.93], [0.59, -0.76, -0.05], [-0.34, 1.05, 1.48], [0.06, -0.66, -1.02], [-0.66, -0.50, -0.09], [0.24, -0.14, 0.02], [0.33, 0.15, -0.02], [-0.44, 0.10, -0.26], [-0.49, 0.49, -0.10], [-0.09, -0.05, -0.04], [0.16, -0.07, 0.03], [-0.28, -0.11, 0.32], [-0.44, -0.06, 0.31], [0.31, 0.73, -0.12], [0.29, 0.49, 0.12], [-0.37, 0.15, -0.22], [0.09, 0.09, -0.03], [0.16, -0.12, 0.11], [0.15, 0.06, -0.01], [-0.02, -0.07, 0.02], [0.15, -0.10, 0.06], [-0.08, -0.01, 0.05], [-0.12, -0.05, -0.07], [-0.01, -0.11, -0.09], [-0.12, -0.01, 0.03], [-0.14, -0.26, 0.04], [0.22, -0.07, 0.00], [-0.34, -0.19, 0.20], [0.04, 0.08, 0.04], [0.08, -0.10, 0.16], [0.12, 0.03, -0.07], [-0.19, 0.20, 0.05], [-0.39, 0.00, 0.11], [0.10, -0.01, -0.01], [0.37, 0.13, -0.13], [0.09, 0.03, -0.05], [0.07, -0.11, 0.13], [0.04, -0.24, -0.07], [-0.12, -0.04, 0.19], [-0.05, 0.02, 0.11], [0.50, -0.25, -0.02], [0.02, -0.02, -0.03], [-0.01, 0.06, -0.06], [0.11, 0.04, -0.02], [0.05, -0.06, -0.08], [-0.08, 0.19, 0.10], [-0.08, 0.21, 0.05], [0.02, 0.17, -0.07], [0.05, -0.04, 0.01], [0.00, -0.08, 0.03], [-0.03, -0.07, -0.10], [0.08, -0.04, -0.06], [-0.07, 0.07, 0.19], [0.10, 0.14, 0.20], [-0.06, -0.07, -0.11], [-0.07, -0.08, -0.04], [-0.10, -0.06, -0.05], [0.15, 0.09, -0.19], [0.19, -0.17, -0.04], [-0.06, 0.20, 0.18], [-0.01, 0.28, -0.06], [-0.06, -0.19, -0.30], [-0.02, -0.09, 0.03], [-0.01, -0.05, 0.02], [-0.02, -0.06, -0.08], [0.09, -0.05, -0.05]],
  "total_charge": -1,
  "e_homo_ev": -5.778,
  "orbital_gap_ha": 0.2577,
  "e_above_lowest_kcal_mol": 0.0,
  "total_energy_ha": -3330.9185
}